No. 1
120
Properties=species:S:1:pos:R:3:lowdin_charge:R:1 method="wB97M-V/def2-TZVPD" e_lumo_ev=-2.57 mol_weight_g_mol=1155.78 homo_lumo_gap_ev=9.35 homo_ev=-11.92 charge=+1
C 7.098 3.100 2.344 -0.05
C 6.184 4.329 2.362 -0.24
O 5.462 4.362 1.121 -0.14
C 4.355 5.235 1.175 -0.15
C 3.148 4.466 1.648 -0.16
C 2.427 3.650 0.823 0.05
N 1.438 3.095 1.623 -0.09
C 0.460 2.111 1.105 -0.36
S 0.485 0.617 2.140 0.90
C 2.227 0.310 2.469 -0.53
C 3.083 0.042 1.229 -0.13
C 1.552 3.551 2.853 -0.05
N 2.591 4.398 2.899 0.18
H 6.778 2.327 3.036 0.08
H 7.176 2.753 1.317 0.08
H 8.087 3.452 2.631 0.06
H 6.774 5.245 2.412 0.12
H 5.502 4.263 3.217 0.11
H 4.188 5.632 0.176 0.14
H 4.551 6.093 1.827 0.13
H 2.568 3.423 -0.217 0.16
H -0.521 2.571 1.157 0.10
H 0.755 1.852 0.094 0.10
H 2.707 1.092 3.063 0.06
H 2.245 -0.595 3.079 0.06
H 4.066 -0.279 1.581 0.08
H 3.267 0.940 0.641 0.05
H 2.661 -0.758 0.624 0.08
H 0.932 3.270 3.687 0.17
H 2.943 4.892 3.703 0.18
C 2.024 -2.620 7.558 -0.04
C 3.098 -1.714 7.002 -0.31
O 3.226 -2.180 5.668 0.12
C 2.014 -2.696 5.307 -0.56
O 1.695 -2.935 4.189 0.17
O 1.233 -2.886 6.389 0.08
F 4.281 -1.866 7.640 0.08
H 2.432 -3.553 7.945 0.13
H 1.428 -2.146 8.333 0.14
H 2.836 -0.654 6.991 0.17
C -2.298 -1.503 -0.470 -0.06
C -2.912 -0.844 0.737 -0.31
O -4.298 -0.982 0.503 0.13
C -4.461 -2.114 -0.251 -0.55
O -5.495 -2.666 -0.414 0.18
O -3.277 -2.510 -0.776 0.08
F -2.593 0.481 0.783 0.04
H -2.207 -0.817 -1.307 0.14
H -1.338 -1.942 -0.257 0.12
H -2.655 -1.310 1.690 0.17
C 0.426 -3.116 -4.677 -0.04
C 1.169 -3.977 -3.681 -0.30
O 1.360 -3.080 -2.596 0.14
C 0.337 -2.188 -2.638 -0.54
O 0.036 -1.462 -1.744 0.13
O -0.304 -2.238 -3.815 0.06
F 2.375 -4.372 -4.147 0.08
H 1.103 -2.530 -5.300 0.14
H -0.245 -3.685 -5.314 0.14
H 0.616 -4.851 -3.334 0.18
C 7.289 -5.837 8.793 -0.04
C 7.131 -4.737 7.769 -0.31
O 5.723 -4.629 7.659 0.12
C 5.197 -5.011 8.856 -0.55
O 4.081 -4.799 9.198 0.17
O 6.120 -5.657 9.601 0.08
F 7.647 -5.085 6.567 0.08
H 7.265 -6.825 8.332 0.15
H 8.192 -5.742 9.389 0.14
H 7.545 -3.773 8.070 0.18
C 11.371 1.198 1.740 -0.05
C 11.184 -0.062 2.553 -0.32
O 10.965 0.452 3.855 0.14
C 10.400 1.681 3.711 -0.56
O 9.854 2.272 4.579 0.18
O 10.539 2.136 2.439 0.06
F 12.297 -0.829 2.558 0.08
H 12.405 1.543 1.759 0.15
H 11.050 1.090 0.707 0.14
H 10.330 -0.673 2.256 0.17
C -2.276 1.546 -4.324 -0.04
C -1.873 1.905 -5.732 -0.30
O -0.464 1.696 -5.704 0.14
C -0.226 0.732 -4.774 -0.54
O 0.789 0.126 -4.667 0.17
O -1.307 0.548 -3.985 0.07
F -2.124 3.205 -6.015 0.08
H -2.179 2.394 -3.643 0.15
H -3.284 1.150 -4.259 0.11
H -2.319 1.276 -6.503 0.17
C -7.554 -0.127 -3.645 -0.03
C -6.972 1.266 -3.622 -0.30
O -5.677 1.057 -4.179 0.10
C -5.770 -0.011 -5.015 -0.59
O -4.947 -0.287 -5.831 0.15
O -6.903 -0.697 -4.801 0.09
F -6.836 1.741 -2.363 0.08
H -7.279 -0.699 -2.758 0.15
H -8.625 -0.134 -3.758 0.11
H -7.513 1.995 -4.225 0.17
C -12.686 -1.145 -1.269 -0.04
C -12.567 -1.478 -2.739 -0.31
O -11.697 -0.457 -3.206 0.14
C -10.909 -0.095 -2.160 -0.54
O -9.908 0.539 -2.263 0.16
O -11.408 -0.557 -0.996 0.09
F -13.752 -1.381 -3.379 0.09
H -13.472 -0.413 -1.083 0.15
H -12.855 -2.018 -0.645 0.14
H -12.125 -2.453 -2.949 0.18
C -6.886 2.053 -9.106 -0.05
C -7.254 1.438 -7.776 -0.31
O -8.640 1.690 -7.694 0.13
C -9.116 1.744 -8.977 -0.54
O -10.257 1.682 -9.273 0.20
O -8.089 1.872 -9.856 0.08
F -6.629 2.059 -6.738 0.07
H -6.671 3.119 -9.012 0.15
H -6.047 1.559 -9.587 0.14
H -7.074 0.364 -7.708 0.17


No. 2
89
Properties=species:S:1:pos:R:3:lowdin_charge:R:1 method="wB97M-V/def2-TZVPD" e_lumo_ev=-2.16 mol_weight_g_mol=825.86 homo_lumo_gap_ev=7.98 homo_ev=-10.14 charge=+1
Lu 1.555 -0.572 -0.225 1.50
C 1.005 -2.694 -3.727 -0.18
Si 0.080 -3.219 -2.183 0.34
C 1.033 -4.624 -1.375 -0.18
C -1.634 -3.800 -2.658 -0.15
N 0.066 -1.871 -1.068 -0.42
P -1.175 -0.943 -0.490 0.63
C -0.504 0.159 0.571 -0.49
P 0.172 1.681 0.612 0.63
N 1.633 1.609 -0.123 -0.40
Si 2.576 2.216 -1.417 0.30
C 1.688 3.402 -2.553 -0.15
C 2.979 0.638 -2.411 -0.20
C 4.187 2.937 -0.806 -0.17
C 0.526 2.123 2.334 -0.31
C -0.354 1.719 3.334 -0.08
C -0.096 2.029 4.660 -0.08
C 1.049 2.739 4.998 -0.08
C 1.935 3.139 4.008 -0.08
C 1.674 2.831 2.679 -0.11
C -0.784 3.089 -0.003 -0.28
C -2.053 2.917 -0.539 -0.08
C -2.768 4.008 -1.018 -0.06
C -2.219 5.278 -0.948 -0.07
C -0.961 5.462 -0.385 -0.07
C -0.250 4.374 0.088 -0.10
C -2.391 -1.971 0.359 -0.30
C -3.652 -1.451 0.642 -0.09
C -4.560 -2.183 1.389 -0.07
C -4.208 -3.436 1.876 -0.07
C -2.946 -3.949 1.618 -0.07
C -2.040 -3.217 0.863 -0.09
C -1.988 -0.279 -1.977 -0.30
C -1.236 0.599 -2.757 -0.11
C -1.724 1.087 -3.955 -0.07
C -2.987 0.704 -4.394 -0.07
C -3.742 -0.171 -3.631 -0.06
C -3.244 -0.667 -2.431 -0.09
H 1.121 -3.516 -4.434 0.04
H 2.011 -2.332 -3.491 0.02
H 0.473 -1.886 -4.236 0.03
H 1.060 -5.501 -2.024 0.04
H 0.584 -4.934 -0.429 0.02
H 2.074 -4.344 -1.184 0.02
H -1.554 -4.778 -3.139 0.04
H -2.108 -3.123 -3.370 0.03
H -2.298 -3.912 -1.801 0.02
H 0.707 3.034 -2.860 0.02
H 2.285 3.569 -3.453 0.04
H 1.531 4.370 -2.077 0.03
H 2.099 0.190 -2.893 0.02
H 3.496 -0.139 -1.815 0.02
H 3.700 0.840 -3.205 0.05
H 4.012 3.858 -0.245 0.03
H 4.871 3.178 -1.621 0.04
H 4.695 2.238 -0.138 0.03
H -1.230 1.140 3.066 0.10
H -0.787 1.714 5.431 0.11
H 1.248 2.983 6.034 0.11
H 2.829 3.691 4.268 0.11
H 2.379 3.124 1.909 0.09
H -2.493 1.929 -0.569 0.09
H -3.754 3.861 -1.438 0.11
H -2.774 6.129 -1.319 0.11
H -0.540 6.456 -0.310 0.11
H 0.726 4.531 0.535 0.11
H -3.929 -0.464 0.288 0.11
H -5.540 -1.775 1.597 0.11
H -4.916 -4.010 2.459 0.11
H -2.667 -4.922 2.001 0.11
H -1.054 -3.620 0.665 0.08
H -0.259 0.930 -2.416 0.07
H -1.126 1.773 -4.543 0.11
H -3.376 1.086 -5.328 0.11
H -4.724 -0.479 -3.967 0.11
H -3.843 -1.367 -1.863 0.10
N 2.465 -2.924 5.551 0.16
C 2.491 -2.480 4.281 -0.29
C 2.336 -3.363 3.195 0.01
C 2.363 -2.865 1.921 -0.13
N 2.535 -1.560 1.632 -0.11
C 2.694 -0.720 2.675 -0.13
C 2.679 -1.118 3.985 0.01
H 2.288 -3.890 5.758 0.12
H 2.530 -2.286 6.324 0.12
H 2.194 -4.422 3.359 0.12
H 2.231 -3.532 1.077 0.10
H 2.818 0.330 2.433 0.10
H 2.796 -0.382 4.768 0.12